Computed, not measured: an isolated ion of composition C16H26NO4 and charge +1, with ωB97M-V/def2-TZVPD.

Last columns: bonded neighbours and bond lengths (Å).
Atoms and positions in Å:
1 N -2.277 0.129 -0.874  C2 1.473, H27 1.080, C31 1.476, H38 1.026
2 C -1.962 -0.165 -2.283  N1 1.473, H10 1.092, H21 1.091, C41 1.530
3 C 4.674 2.529 0.087  H5 1.076, C12 1.319, H32 1.078
4 H 0.181 0.746 2.751  C39 1.095
5 H 5.365 2.912 -0.643  C3 1.076
6 O -2.970 0.507 1.663  C15 1.423, C29 1.402
7 H -1.729 2.177 1.792  C15 1.093
8 H -0.823 -0.678 2.362  C39 1.095
9 C 2.889 -2.232 -0.166  H18 1.079, C23 1.386, C43 1.379
10 H -2.880 -0.298 -2.858  C2 1.092
11 H -0.744 0.617 -3.866  C41 1.096
12 C 3.529 1.973 -0.259  C3 1.319, C22 1.500, H47 1.082
13 H -1.733 1.853 -3.060  C41 1.099
14 H 4.218 -0.578 0.098  C43 1.079
15 C -1.872 1.195 2.251  O6 1.423, H7 1.093, H16 1.095, C39 1.526
16 H -2.076 1.330 3.318  C15 1.095
17 H 1.607 2.028 0.653  C22 1.093
18 H 3.677 -2.932 -0.393  C9 1.079
19 C 0.874 -0.450 0.430  O24 1.403, C36 1.388, C37 1.402
20 O -0.073 1.229 -1.994  C41 1.407, H42 0.962
21 H -1.385 -1.091 -2.300  C2 1.091
22 C 2.522 1.432 0.712  C12 1.500, H17 1.093, H35 1.093, C36 1.504
23 C 1.575 -2.674 -0.161  C9 1.386, H28 1.077, C37 1.385
24 O -0.169 0.437 0.735  C19 1.403, C39 1.429
25 H -2.223 -3.495 0.220  C40 1.089
26 H -3.804 1.504 -1.402  C31 1.091
27 H -1.355 0.222 -0.318  N1 1.080
28 H 1.361 -3.705 -0.387  C23 1.077
29 C -3.754 1.219 0.745  O6 1.402, C31 1.544, H33 1.094, H45 1.096
30 H -0.649 -4.059 0.818  C40 1.092
31 C -3.054 1.359 -0.623  N1 1.476, H26 1.091, C29 1.544, H44 1.091
32 H 4.967 2.632 1.119  C3 1.078
33 H -4.664 0.621 0.638  C29 1.094
34 O -0.786 -2.096 0.148  C37 1.377, C40 1.414
35 H 2.920 1.511 1.727  C22 1.093
36 C 2.188 -0.004 0.415  C19 1.388, C22 1.504, C43 1.391
37 C 0.556 -1.783 0.135  C19 1.402, C23 1.385, O34 1.377
38 H -2.758 -0.667 -0.442  N1 1.026
39 C -0.605 0.361 2.093  H4 1.095, H8 1.095, C15 1.526, O24 1.429
40 C -1.147 -3.460 0.054  H25 1.089, H30 1.092, O34 1.414, H46 1.094
41 C -1.120 0.956 -2.894  C2 1.530, H11 1.096, H13 1.099, O20 1.407
42 H 0.592 1.781 -2.414  O20 0.962
43 C 3.194 -0.916 0.111  C9 1.379, H14 1.079, C36 1.391
44 H -2.365 2.204 -0.629  C31 1.091
45 H -4.035 2.208 1.123  C29 1.096
46 H -0.918 -3.867 -0.935  C40 1.094
47 H 3.258 1.874 -1.302  C12 1.082

SMILES   C=CCc1cccc(OC)c1OCCOCC[NH2+]CCO
LUMO level   -2.2 eV
Energy relative to the best compared isomer or geometry (same formula, charge and spin)   30.3 kcal/mol
Frontier orbital gap   9.3 eV
Total charge   +1
Highest occupied orbital energy   -11.50 eV

For reference, the Löwdin charges in units of e are: N 0.03; C -0.10; C 0.02; H 0.14; H 0.06; O -0.13; H 0.14; H 0.14; C -0.05; H 0.14; H 0.14; C -0.19; H 0.12; H 0.12; C -0.14; H 0.14; H 0.12; H 0.11; C -0.16; O -0.04; H 0.13; C -0.14; C -0.01; O -0.12; H 0.10; H 0.14; H 0.12; H 0.11; C -0.18; H 0.11; C -0.09; H 0.06; H 0.14; O -0.12; H 0.13; C -0.15; C -0.20; H 0.17; C -0.11; C -0.06; C -0.22; H 0.11; C -0.02; H 0.14; H 0.14; H 0.10; H 0.10